Record 1
This record from the Open Molecules 2025 dataset describes an isolated molecule of C8H14N4O5. The level of theory is the ωB97M-V functional and the def2-TZVPD basis.

```
31
Properties=species:S:1:pos:R:3:nbo_charge:R:1
N -2.8989 0.4769 0.2734 -0.9166
C -2.1873 0.8605 -0.8762 0.6974
O -2.3813 0.3088 -1.9765 -0.5792
C -1.0919 1.9376 -0.6417 -0.5355
C 0.0580 1.8111 0.4181 -0.1522
N 0.7150 0.5584 0.3668 -0.5988
C 0.2831 -0.6130 0.9004 0.6982
O -0.7489 -0.5927 1.6791 -0.7109
C 1.0575 -1.9201 0.4111 -0.1460
N 0.4265 -3.1507 0.9292 -0.8198
C 0.9585 -2.0606 -1.0845 -0.5101
C 2.2821 -1.6310 -1.8760 0.6816
N 2.0717 -1.4786 -3.2225 -0.8367
O 3.3176 -1.2187 -1.3984 -0.6158
C -0.2651 2.2388 1.8593 0.7949
O 0.4682 2.8171 2.6525 -0.5349
O -1.5945 2.1859 1.9972 -0.7115
H -3.7155 -0.0907 0.2868 0.4041
H -2.3271 0.0022 1.0048 0.4199
H -0.7075 2.1069 -1.6533 0.2463
H -1.6690 2.7087 -0.0921 0.2691
H 0.6878 2.5535 -0.0019 0.2457
H 1.5290 0.5180 -0.2896 0.4220
H 2.1479 -1.8177 0.6400 0.2402
H -0.0782 -3.6551 0.2486 0.3654
H -0.0185 -2.9774 1.7698 0.3811
H 0.8577 -3.0493 -1.4114 0.2309
H 0.0596 -1.4292 -1.4700 0.2460
H 1.2229 -1.8609 -3.6188 0.3961
H 2.7611 -0.9697 -3.7922 0.4167
H -2.0077 1.3763 1.6549 0.5125
```

As for the spin multiplicity: 1. As for the total energy: -24720.715 eV. As for the net charge: 0.

---

Record 2
This record from the Open Molecules 2025 dataset describes a structure of composition C23H19CeFNO6S5Sb. The level of theory is the ωB97M-V functional and the def2-TZVPD basis.

```
57
Properties=species:S:1:pos:R:3:mulliken_charge:R:1
Ce -12.4300 -7.3614 9.8662 0.6677
S -13.9838 -10.8550 6.3760 -0.7334
Sb -14.5150 -8.8570 7.3021 0.8871
S -14.5270 -9.0346 9.7264 -0.6354
S -12.7481 -7.2730 7.2347 -0.5979
S -16.4302 -7.8648 6.5296 -0.7452
C -13.2253 0.6975 9.7252 -1.9095
C -14.3124 -0.0857 10.4569 0.6415
C -14.5704 0.5078 11.8561 -0.8863
C -15.6063 -0.2616 12.6638 -0.9663
C -15.7600 -1.6889 12.3308 1.0341
C -16.6453 -2.5135 13.0530 -0.6926
C -16.7529 -3.8461 12.6519 0.0795
F -17.7390 -4.5387 13.2648 -0.3420
C -15.9024 -4.4435 11.7291 -0.7894
C -14.9282 -3.6892 11.0598 0.3000
C -13.8711 -4.4015 10.4026 0.8680
O -13.9196 -5.6752 10.2259 -0.6226
C -12.7789 -3.5085 9.9668 -0.5527
C -13.0048 -2.1134 10.0048 -0.2251
N -14.0901 -1.5091 10.5801 0.2648
C -14.9216 -2.2697 11.3445 -0.2560
C -11.4000 -4.0574 9.7247 0.2358
O -10.4856 -3.2603 9.5002 -0.7503
O -11.2700 -5.3580 9.7555 -0.4084
H -13.4448 1.7805 9.7010 0.3699
H -13.0196 0.3493 8.6945 0.4373
H -12.2675 0.5747 10.2120 0.4699
H -15.3049 0.0681 9.9775 0.2150
H -14.8118 1.6256 11.7373 0.3508
H -13.5724 0.4829 12.4230 0.2703
H -16.5994 0.2053 12.6900 0.4308
H -15.3408 -0.1798 13.7600 0.3106
H -17.3614 -2.2081 13.8422 0.3853
H -15.9565 -5.4981 11.4682 0.7252
H -12.2233 -1.4594 9.6539 0.6199
C -8.8146 -7.4639 9.3881 -1.1721
C -10.1393 -8.1319 9.8147 1.0122
O -10.4133 -9.3025 9.8891 -0.5740
H -9.0007 -6.3831 9.1972 0.1914
H -8.5824 -7.9487 8.4221 0.2928
H -8.0440 -7.5721 10.1560 0.3297
O -13.0624 -13.2770 15.4579 -0.5437
C -12.8735 -12.0311 16.1130 0.4905
O -12.8294 -11.9482 17.3037 -0.5645
C -12.6749 -10.9083 15.1978 0.8127
C -12.4780 -9.6241 15.7391 -0.5518
C -12.3288 -8.5183 14.8927 -0.6891
C -12.1840 -8.6648 13.4871 0.8641
S -11.5171 -7.3360 12.6646 -0.4556
C -12.4923 -9.9506 12.9449 -0.4345
C -12.7683 -11.0144 13.7885 -0.7853
H -13.5759 -13.3373 14.6120 0.3540
H -12.4696 -9.4651 16.8258 0.3438
H -12.4384 -7.5282 15.3422 0.3074
H -12.5826 -10.0826 11.8798 0.3183
H -13.0110 -11.9655 13.2722 0.0032
```

As for the spin multiplicity: 1. As for the total energy: -114300.215 eV. As for the net charge: -2.

---

Record 3
This record from the Open Molecules 2025 dataset describes an isolated molecule of BHN2O6. The level of theory is the ωB97M-V functional and the def2-TZVPD basis.

```
10
Properties=species:S:1:pos:R:3:mulliken_spin:R:1
B -0.9510 0.4761 0.0707 0.0665
N -1.9467 2.8274 0.0926 0.9499
N -2.6425 -1.2347 -0.1496 -0.0023
O -3.1797 -0.9038 -1.1192 -0.0010
O -0.9220 3.2898 0.1731 0.7766
O -2.9048 -1.9472 0.7773 0.0019
O 0.3532 0.8380 0.0794 0.0066
O -1.9998 1.3793 0.1660 0.1812
O -1.3449 -0.8457 -0.0416 0.0205
H 0.7056 0.0510 -0.3556 0.0001
```

As for the spin multiplicity: 3. As for the total energy: -15951.386 eV. Its expectation value of S² is 2.008. As for the net charge: 0.